(1)
C2H5NO3 | ωB97M-V/def2-TZVPD

energy above the lowest of the compared OMol25 structures with the same formula, charge and spin	109.4	kcal per mole
HOMO	-10.44	eV
maximum force	8.968	eV/Å
frontier orbital gap	0.406	Eh
SMILES string	NOCC(=O)O
E_tot	-9783.4464	eV

Last column: Mulliken charge in e.
Geometry (Å):
O -2.548 -0.842 -0.239  -0.430
O 0.717 0.294 -0.355  -0.243
O -1.833 1.197 -0.049  -0.414
N 2.023 -0.216 -0.049  -0.596
C -1.711 -0.105 -0.066  0.502
C -0.279 -0.660 0.184  -0.206
H 2.616 0.725 0.405  0.262
H -0.184 -1.499 -0.450  0.338
H 2.549 -0.142 -0.808  0.243
H -1.174 1.732 -0.016  0.294
H -0.177 -0.485 1.443  0.249

(2)
C2H5NO4 | ωB97M-V/def2-TZVPD

energy above the lowest of the compared OMol25 structures with the same formula, charge and spin	158.9	kcal per mole
HOMO	-8.46	eV
maximum force	4.073	eV/Å
frontier orbital gap	0.339	Eh
SMILES string	[O-]/[N+](O)=C\O.C=O
E_tot	-11829.9024	eV

Last column: Mulliken charge in e.
Geometry (Å):
O -1.678 1.086 1.134  -0.764
O -0.816 -1.353 0.172  -0.392
O -1.083 2.016 -0.812  -0.481
O 1.457 0.856 0.421  -0.327
N -1.246 0.877 -0.008  0.759
C 1.803 -0.260 0.365  -0.113
C -0.882 -0.264 -0.518  -0.128
H -1.237 -1.181 0.982  0.281
H 2.449 -0.618 -0.472  0.247
H -0.882 -0.462 -1.616  0.312
H -0.764 2.788 -0.203  0.374
H 1.414 -1.075 0.980  0.229

(3)
C2H5NO4S2 | ωB97M-V/def2-TZVPD

energy above the lowest of the compared OMol25 structures with the same formula, charge and spin	44.7	kcal per mole
HOMO	-10.83	eV
maximum force	3.903	eV/Å
frontier orbital gap	0.391	Eh
SMILES string	C=CS(=O)(=O)S(N)(=O)=O
E_tot	-33502.4352	eV

Last column: Mulliken charge in e.
Geometry (Å):
S -0.699 -0.550 0.248  1.007
S 0.232 0.982 -1.037  0.932
O -1.838 0.176 0.769  -0.601
O 1.093 0.610 -2.111  -0.529
O 0.662 1.931 -0.109  -0.516
O -1.098 -1.681 -0.517  -0.552
N -1.157 1.679 -1.618  -0.537
C 0.412 -1.164 1.563  -0.234
C 1.674 -1.204 1.323  -0.455
H -1.705 2.202 -0.955  0.303
H 2.315 -1.778 1.923  0.286
H 1.987 -0.709 0.410  0.172
H -0.084 -1.577 2.325  0.425
H -1.794 1.085 -2.216  0.299

(4)
C2H5NOS | ωB97M-V/def2-TZVPD

energy above the lowest of the compared OMol25 structures with the same formula, charge and spin	102.6	kcal per mole
HOMO	-9.26	eV
maximum force	5.463	eV/Å
frontier orbital gap	0.346	Eh
SMILES string	OC/C=N\S
E_tot	-16523.9306	eV

Last column: Mulliken charge in e.
Geometry (Å):
S -2.185 -0.890 0.063  -0.180
O 1.232 -1.181 -0.238  -0.494
N -1.630 0.812 -0.333  -0.357
C -0.444 1.013 -0.191  0.208
C 0.666 0.034 0.362  -0.626
H -0.714 -1.460 -0.538  0.221
H 1.625 0.866 0.646  0.219
H 0.228 -0.281 1.406  0.390
H -0.268 2.154 -0.041  0.293
H 1.489 -1.067 -1.136  0.328

(5)
C2H5NOS | ωB97M-V/def2-TZVPD

energy above the lowest of the compared OMol25 structures with the same formula, charge and spin	118.2	kcal per mole
HOMO	-9.49	eV
maximum force	4.931	eV/Å
frontier orbital gap	0.359	Eh
E_tot	-16523.2547	eV

Last column: Mulliken charge in e.
Geometry (Å):
S -1.723 -0.761 0.016  -0.208
O 2.123 -0.601 -0.192  -0.437
N -0.128 -0.261 -0.492  -0.101
C 1.013 -1.089 0.098  0.197
C -0.128 1.088 0.146  -0.801
H 0.887 1.357 0.081  0.391
H -0.370 2.065 -0.598  0.237
H -1.982 -0.748 -1.383  0.187
H -0.603 1.233 1.274  0.282
H 0.910 -2.284 1.051  0.254

(6)
C2H5NOS | ωB97M-V/def2-TZVPD

energy above the lowest of the compared OMol25 structures with the same formula, charge and spin	72.3	kcal per mole
HOMO	-10.27	eV
maximum force	4.399	eV/Å
frontier orbital gap	0.372	Eh
E_tot	-16525.2469	eV

Last column: Mulliken charge in e.
Geometry (Å):
S 1.999 0.341 -0.178  0.434
O 3.397 0.099 0.055  -0.457
N 1.165 -0.920 0.030  -0.330
C -0.620 -0.751 -0.015  -0.254
C -1.014 0.693 -0.004  -0.714
H -1.299 1.113 -0.900  0.302
H -0.094 1.119 0.368  0.220
H -1.877 0.944 0.785  0.248
H -0.719 -1.242 -0.922  0.268
H -0.938 -1.397 0.780  0.283

(7)
C2H5NOS | ωB97M-V/def2-TZVPD

energy above the lowest of the compared OMol25 structures with the same formula, charge and spin	4.9	kcal per mole
HOMO	-9.35	eV
maximum force	1.977	eV/Å
frontier orbital gap	0.369	Eh
SMILES string	NC(=O)CS
E_tot	-16528.1691	eV

Last column: Mulliken charge in e.
Geometry (Å):
S -1.162 -1.320 -0.350  -0.200
O 1.603 0.300 1.018  -0.616
N 0.934 1.436 -0.843  -0.377
C 0.708 0.670 0.263  0.659
C -0.736 0.310 0.404  -0.628
H -1.365 1.039 -0.122  0.333
H 0.151 1.749 -1.429  0.181
H 1.871 1.797 -1.033  0.237
H -0.897 0.230 1.531  0.271
H -0.367 -2.031 0.410  0.139

(8)
C2H5NOS2 | ωB97M-V/def2-TZVPD

energy above the lowest of the compared OMol25 structures with the same formula, charge and spin	53.6	kcal per mole
HOMO	-8.16	eV
maximum force	2.338	eV/Å
frontier orbital gap	0.322	Eh
SMILES string	C1=NSOC1.S
E_tot	-27360.7322	eV

Last column: Mulliken charge in e.
Geometry (Å):
S -2.011 0.567 1.295  -0.330
S 1.365 0.008 1.711  0.161
O 1.225 1.091 0.447  -0.311
N 0.963 -1.362 0.843  -0.393
C 0.618 -1.085 -0.376  -0.094
C 0.835 0.436 -0.751  -0.058
H -2.697 1.067 0.168  0.157
H 0.274 -1.691 -1.256  0.292
H -2.070 -0.675 0.724  0.167
H 1.602 0.642 -1.637  0.257
H -0.102 1.001 -1.167  0.153

(9)
C2H5NP2 | ωB97M-V/def2-TZVPD

energy above the lowest of the compared OMol25 structures with the same formula, charge and spin	63.6	kcal per mole
HOMO	-8.16	eV
maximum force	2.977	eV/Å
frontier orbital gap	0.288	Eh
SMILES string	[H]/P=C\N=[PH]=C
E_tot	-22218.8262	eV

Last column: Mulliken charge in e.
Geometry (Å):
P 2.620 -0.597 0.270  -0.063
P -0.940 0.467 0.357  0.267
N 0.436 1.145 0.040  -0.376
C -1.739 -0.707 -0.408  -0.649
C 1.540 0.532 -0.453  -0.229
H 1.722 -0.955 1.284  -0.055
H -1.145 -1.471 -0.828  0.310
H -1.719 1.519 0.875  0.111
H -2.514 -1.026 0.189  0.328
H 1.739 1.094 -1.325  0.357

(10)
C2H5NS | ωB97M-V/def2-TZVPD

energy above the lowest of the compared OMol25 structures with the same formula, charge and spin	85.0	kcal per mole
HOMO	-8.12	eV
maximum force	6.510	eV/Å
frontier orbital gap	0.290	Eh
E_tot	-14476.6498	eV

Last column: Mulliken charge in e.
Geometry (Å):
S 2.256 -0.208 -0.035  -0.353
N 0.168 1.286 -0.103  -0.479
C -0.509 -1.121 0.025  -0.696
C 0.499 0.011 -0.347  0.217
H -0.946 1.766 0.250  0.288
H -0.679 -1.039 1.308  0.271
H 0.006 -2.062 -0.562  0.265
H -1.572 -0.695 -0.701  0.222
H 0.777 2.062 0.164  0.264

(11)
C2H5NS2 | ωB97M-V/def2-TZVPD

energy above the lowest of the compared OMol25 structures with the same formula, charge and spin	100.4	kcal per mole
HOMO	-8.69	eV
maximum force	5.907	eV/Å
frontier orbital gap	0.300	Eh
E_tot	-25311.4724	eV

Last column: Mulliken charge in e.
Geometry (Å):
S 1.943 0.887 -0.339  -0.418
S -0.073 -0.565 -2.422  -0.109
N -0.224 -0.580 -0.749  -0.332
C 0.643 0.040 0.052  0.427
C -0.222 0.042 1.284  -0.695
H 0.895 0.381 -2.226  0.103
H -1.544 -0.140 1.143  0.203
H 0.024 -0.848 2.053  0.214
H -1.504 -0.392 -0.435  0.378
H 0.062 1.175 1.639  0.228

(12)
C2H5NS2 | ωB97M-V/def2-TZVPD

energy above the lowest of the compared OMol25 structures with the same formula, charge and spin	17.0	kcal per mole
HOMO	-8.57	eV
maximum force	1.379	eV/Å
frontier orbital gap	0.332	Eh
SMILES string	CC(=S)NS
E_tot	-25315.0870	eV

Last column: Mulliken charge in e.
Geometry (Å):
S 2.319 -0.903 -0.119  -0.324
S -1.935 -0.618 -0.203  -0.156
N -0.334 -1.095 0.004  -0.265
C 0.769 -0.281 -0.029  0.462
C 0.483 1.225 -0.067  -1.175
H -0.196 -2.089 -0.229  0.290
H -0.192 1.598 0.716  0.341
H -2.412 -1.036 0.961  0.143
H 1.445 1.707 -0.016  0.326
H 0.051 1.491 -1.019  0.358